{
  "formula": "C46H77N7O25",
  "method": "the ωB97M-V functional and the def2-TZVPD basis",
  "total_energy_ha": -4062.778843,
  "smiles": "O=C1C=C(O)C(=O)C=C1O.O=C1C=C(O)C(=O)C=C1O.O=C1C=C(O)C(=O)C=C1O.O=C1C=C(O)C(=O)C=C1O.C[N+](=O)[O-].C[N+](=O)[O-].COC[C@H](C)N.COC[C@H](C)N.COC[C@H](C)N.COC[C@H](C)N.COC[C@H](C)N",
  "lumo_energy_ev": -2.0,
  "e_homo_ev": -8.92,
  "gap_ev": 6.8720,
  "elements": ["O", "C", "C", "C", "O", "C", "O", "C", "C", "O", "H", "H", "H", "H", "O", "C", "C", "C", "O", "C", "O", "C", "C", "O", "H", "H", "H", "H", "O", "C", "C", "C", "O", "C", "O", "C", "C", "O", "H", "H", "H", "H", "O", "C", "C", "C", "O", "C", "O", "C", "C", "O", "H", "H", "H", "H", "C", "N", "O", "O", "H", "H", "H", "C", "N", "O", "O", "H", "H", "H", "C", "O", "C", "C", "C", "N", "H", "H", "H", "H", "H", "H", "H", "H", "H", "H", "H", "C", "O", "C", "C", "C", "N", "H", "H", "H", "H", "H", "H", "H", "H", "H", "H", "H", "C", "O", "C", "C", "C", "N", "H", "H", "H", "H", "H", "H", "H", "H", "H", "H", "H", "C", "O", "C", "C", "C", "N", "H", "H", "H", "H", "H", "H", "H", "H", "H", "H", "H", "C", "O", "C", "C", "C", "N", "H", "H", "H", "H", "H", "H", "H", "H", "H", "H", "H"],
  "xyz": [[2.142671, -9.344443, 0.738092], [1.779251, -8.239153, 0.414302], [2.129031, -6.999473, 1.160772], [1.759921, -5.776153, 0.793322], [2.273071, -4.686863, 1.460382], [1.081021, -5.412153, -0.497208], [0.734651, -4.319283, -0.881938], [0.565961, -6.677263, -1.193528], [0.956131, -7.893323, -0.809988], [0.611841, -9.075793, -1.437018], [2.685791, -7.098983, 2.080842], [2.068341, -3.855023, 1.027122], [-0.049319, -6.471793, -2.057018], [1.249731, -9.750283, -1.192548], [0.501601, -2.079743, 1.000052], [-0.101139, -1.128473, 0.445822], [-0.295159, 0.152567, 1.089502], [-0.714709, 1.295747, 0.461822], [-0.989329, 2.442067, 1.123412], [-1.168329, 1.346177, -0.966738], [-1.478859, 2.359207, -1.529498], [-1.209799, 0.000867, -1.591558], [-0.647309, -1.067553, -0.972618], [-0.542759, -2.214343, -1.662578], [-0.156879, 0.172187, 2.160432], [-1.527879, 3.015877, 0.573582], [-1.543089, -0.140603, -2.609058], [-0.141219, -2.881303, -1.100848], [-1.929069, -5.775653, 0.498762], [-2.828249, -4.877033, 0.716112], [-2.515119, -3.506653, 1.121322], [-3.487359, -2.547653, 1.210632], [-3.241069, -1.249173, 1.512902], [-4.980299, -2.773983, 0.906172], [-5.926889, -1.940313, 1.029442], [-5.214539, -4.162013, 0.624322], [-4.256739, -5.116843, 0.513822], [-4.607139, -6.457453, 0.364232], [-1.523809, -3.172433, 1.389642], [-3.892949, -0.699023, 1.072462], [-6.265169, -4.350963, 0.460362], [-3.860389, -7.031523, 0.549712], [1.261871, -5.669533, 5.880802], [0.799001, -4.613163, 5.568592], [1.589521, -3.423203, 5.906802], [1.200801, -2.163193, 5.629662], [1.861661, -1.079963, 5.995782], [0.019741, -1.843663, 4.858662], [-0.354659, -0.790853, 4.409832], [-0.815169, -3.016233, 4.568782], [-0.471819, -4.293403, 4.854912], [-1.307029, -5.293143, 4.487182], [2.574221, -3.495013, 6.344532], [1.368931, -0.282973, 5.786912], [-1.737949, -2.826503, 4.040692], [-0.861329, -6.122223, 4.675802], [-3.583209, 6.613977, 1.629222], [-2.381829, 6.248487, 0.870452], [-1.548149, 7.101197, 0.581332], [-2.182759, 5.087077, 0.462702], [-3.676029, 5.793487, 2.340752], [-4.356539, 6.586497, 0.861552], [-3.447219, 7.531677, 2.201452], [1.206071, -0.507213, -4.126938], [2.374041, 0.269677, -4.620218], [2.291581, 1.495767, -4.775408], [3.317751, -0.453623, -4.971198], [1.479821, -1.559633, -4.201568], [0.266511, -0.248443, -4.615168], [0.925771, -0.311463, -3.091948], [5.063651, 4.123287, -2.275468], [5.066511, 3.450827, -1.022948], [4.381991, 2.205587, -0.899578], [2.938521, 2.231917, -1.460338], [2.018831, 3.384127, -0.890798], [2.272451, 1.008457, -1.086058], [5.886821, 4.816027, -2.450388], [4.134901, 4.681027, -2.395648], [5.082691, 3.491497, -3.163488], [5.024611, 1.450017, -1.351498], [4.368001, 1.982437, 0.167242], [3.015911, 2.305787, -2.545078], [1.965611, 3.287197, 0.193582], [0.974231, 3.436027, -1.197738], [2.539211, 4.326717, -1.060528], [2.214101, 0.910807, -0.082478], [2.840491, 0.232867, -1.395698], [-7.033679, 4.312247, 1.950542], [-5.939669, 3.477507, 1.522762], [-6.182729, 2.691917, 0.338972], [-4.941929, 1.738417, 0.066872], [-5.156699, 1.073317, -1.361178], [-4.702379, 0.717127, 1.068392], [-7.221439, 5.103957, 1.225252], [-6.915269, 4.795227, 2.920492], [-7.879749, 3.652117, 2.141552], [-7.086799, 2.095867, 0.463432], [-6.336859, 3.427657, -0.450358], [-4.107989, 2.431767, -0.042228], [-5.897849, 0.281447, -1.469558], [-4.199889, 0.608877, -1.599688], [-5.323299, 1.745517, -2.202888], [-5.586169, 0.291837, 1.309532], [-4.592569, 1.279697, 1.899992], [-0.796009, 2.052657, 4.984282], [0.593821, 1.815647, 5.229552], [1.421351, 2.109087, 4.141022], [2.731521, 2.937647, 4.412422], [3.723811, 3.322017, 3.340612], [3.485281, 2.298587, 5.477012], [-1.355519, 1.541777, 4.200662], [-0.953209, 3.130557, 4.945312], [-1.429579, 1.845377, 5.846682], [1.760091, 1.129147, 3.804752], [0.884151, 2.577267, 3.316202], [2.393381, 3.902407, 4.790582], [4.178411, 2.504617, 2.780872], [4.555831, 3.934317, 3.688362], [3.295401, 3.939577, 2.551202], [4.427381, 2.648197, 5.578552], [3.636341, 1.349687, 5.165772], [3.780671, -2.008123, 2.053772], [3.803011, -2.110453, 0.552902], [5.112001, -2.290343, 0.055782], [5.143531, -2.064823, -1.466438], [4.547851, -3.165643, -2.338448], [6.521771, -1.910133, -1.941868], [4.323681, -1.184503, 2.517332], [3.951721, -2.936343, 2.598962], [2.808201, -1.637503, 2.377892], [5.772821, -1.643203, 0.632532], [5.519121, -3.284863, 0.238202], [4.552991, -1.177763, -1.695558], [4.604011, -2.910833, -3.396758], [3.496181, -3.178323, -2.052198], [4.912751, -4.178163, -2.165968], [6.596081, -1.723433, -2.931678], [6.928301, -2.801723, -1.697128], [-1.237289, 4.995627, -8.708398], [-0.957329, 3.875827, -7.908378], [-1.656609, 3.950667, -6.616818], [-1.585089, 2.567447, -5.977168], [-2.650859, 2.369867, -4.846828], [-0.305399, 2.307617, -5.369148], [-0.764609, 5.015637, -9.690368], [-0.978699, 5.901917, -8.160788], [-2.317379, 5.030427, -8.850898], [-1.399769, 4.780697, -5.958658], [-2.682679, 4.198687, -6.888398], [-1.706209, 1.836647, -6.776768], [-2.505359, 3.144627, -4.094038], [-2.569449, 1.390607, -4.375108], [-3.722769, 2.398127, -5.042558], [-0.146899, 2.993137, -4.644558], [0.317581, 2.614607, -6.102468]],
  "forces_ev_per_a": [[-0.3732, -0.0145, -0.6307], [0.3755, 2.9868, 0.6595], [-0.2280, -1.1496, 0.5693], [1.8854, 3.2083, -0.2276], [-0.3827, -1.6463, 0.3516], [-2.5879, -3.3574, -0.2739], [1.2345, -0.4168, 0.5224], [0.9326, 1.3931, 0.1106], [-0.0421, -3.0169, -0.5061], [-0.5667, 1.8416, -0.5711], [0.1523, -0.0676, 0.0370], [-0.4301, 0.4423, -0.4888], [-0.0458, -0.3238, -0.0915], [0.1693, -0.2566, 0.5284], [-1.8149, 1.7547, -1.8290], [1.2071, 0.6590, 0.7031], [-0.1967, 1.4707, 0.4977], [-0.8038, -0.1358, 1.0647], [0.8150, -1.2624, 0.6302], [0.4870, -2.8822, -0.6793], [-0.3642, 1.0166, 0.1079], [0.6024, 0.1994, 0.9172], [-0.1454, -1.4415, -0.8867], [-0.4888, 1.0313, -0.0997], [0.1706, 0.1071, 0.1486], [-0.0106, 0.5359, -0.5994], [-0.0387, 0.2274, -0.0694], [0.4302, -0.6530, 0.2407], [-3.5384, 2.8040, 0.8828], [4.0732, -0.8849, -0.3737], [-0.9378, 0.6692, 0.4137], [-0.2904, 1.9334, -0.3129], [2.0275, -3.3411, 0.4316], [-0.9804, 0.5720, 0.7822], [3.3481, -2.1245, -0.4454], [-0.6414, -0.8596, -0.9512], [-1.7860, -2.4863, 0.4418], [-0.4892, 2.2467, -0.0854], [0.2517, -0.4220, -0.1929], [-0.9927, 1.5780, -0.1628], [-0.0300, -0.6444, 0.0321], [0.6958, 0.1445, -0.1295], [-0.8024, -2.1717, -0.2511], [1.2986, 2.5708, 0.1784], [0.1182, 1.5709, -0.3085], [0.7124, 0.5392, 0.4473], [1.5352, -0.1393, 0.7264], [-2.7632, -2.8282, -1.1506], [0.9491, 1.3513, 0.3296], [0.0574, -1.1578, 0.0790], [-1.1841, 0.3394, -0.5886], [0.4765, 0.3256, 0.2063], [-0.0898, -0.5553, 0.2960], [-0.4663, 0.7137, -0.3106], [-0.0716, 0.0099, -0.0633], [0.1194, -0.4923, 0.1264], [0.0939, -1.0460, 0.4356], [3.5876, -0.6546, -2.1284], [-1.2962, 0.2281, 0.8525], [-1.6329, 1.0275, 1.2021], [-0.5234, -0.0428, -0.1731], [-0.2950, 0.2667, 0.4946], [0.0460, 0.0818, -0.7044], [-0.8134, -0.5134, 0.8327], [-0.0983, 0.2240, -1.1217], [0.6604, -2.1246, 0.6011], [-0.5760, 1.5236, 0.5320], [-0.1529, 0.2624, -0.2159], [0.4971, 0.2021, -0.7466], [0.8330, 0.4677, 0.1926], [-0.9102, -0.3403, -0.5555], [0.6652, 0.6700, 0.0359], [-0.1551, 1.3866, -0.4042], [-0.6850, 0.8246, 0.9407], [1.7311, -0.1296, 0.1759], [-0.2214, -1.0157, -0.7156], [0.2116, -0.1032, 0.9022], [-0.0877, 0.2895, 0.0925], [0.1223, -0.7174, 0.1298], [-0.3420, -0.4537, -0.4341], [-0.1210, 0.1548, 0.1580], [-0.3128, -0.0565, -0.0436], [0.1628, -0.1670, 0.2633], [0.2775, -0.3124, -0.6635], [-0.3639, 0.2013, -0.0590], [0.0170, 0.1533, 0.2672], [-0.0025, -0.4594, -0.0153], [0.0898, -1.0906, -0.3265], [0.2144, 0.1849, 0.7877], [0.8235, 0.1314, 0.8881], [-2.3006, 0.9508, -2.6057], [1.0328, 0.0710, 0.5022], [-0.8687, 1.7099, 0.2546], [-0.3326, -0.1347, -0.2212], [1.0241, -0.1575, -0.0175], [-0.5145, 0.1847, -0.5256], [-0.2350, -0.1440, 0.0227], [0.0903, -0.3504, -0.5690], [0.3606, -0.3039, 0.2505], [-0.2363, 0.0726, 0.6620], [0.1121, -0.2171, -0.0193], [-0.1140, 0.5085, 0.3842], [-0.4841, -0.6055, -0.4583], [0.8505, -0.0394, 0.6857], [-0.5919, 1.1647, 1.0402], [-0.9620, 0.1679, 0.5848], [1.6935, -0.2618, -1.3814], [-0.1941, 0.9399, 1.4726], [-0.4896, 0.0786, -2.2303], [-0.3289, -1.0790, 0.6620], [0.9838, -0.1756, -0.6326], [0.1089, 0.2620, -0.7569], [0.7341, -0.6365, 0.6157], [0.1903, -0.2686, -0.6134], [-0.1742, 0.0862, -0.0039], [-0.2738, 0.1383, 0.3262], [-0.0266, -0.4781, 0.2527], [-0.1590, -0.1344, 0.6332], [-0.3712, 0.1374, -0.1160], [-0.0416, 0.5054, -0.0664], [0.0102, -0.5214, 0.2054], [-1.0009, 0.5551, -0.9262], [-0.2947, 0.0484, 2.5954], [0.3966, -0.0428, -0.2822], [0.4441, -0.0530, -1.1732], [-1.7594, 0.0260, 1.0268], [0.3296, 0.6690, 1.6559], [1.2691, -0.0780, -0.7643], [0.3260, -0.1767, -0.5015], [-0.6948, -0.5962, -0.7304], [0.2787, 0.4999, -0.5446], [-0.2692, -0.5806, 0.2058], [0.1982, 0.3390, 0.1201], [0.1096, 0.0373, 0.0980], [-0.4710, -0.3916, -0.3392], [0.4361, 0.0983, 0.0913], [-0.1857, -0.2777, 0.0196], [0.7043, -0.0075, -0.5288], [-0.7477, 0.4945, 0.6524], [0.4431, -0.0928, 1.2807], [-0.9685, -0.5380, -1.8734], [-1.6378, 0.1423, 0.9911], [-0.0650, 0.1363, -0.2076], [0.3879, 0.0895, -0.5891], [0.3040, -0.5420, 0.2841], [0.2161, 0.3121, -0.1223], [-0.2868, 0.1551, -0.3039], [0.9585, 0.0129, 0.0237], [-0.4965, -0.2324, 0.0285], [-0.2354, 0.0076, -0.0452], [0.2425, -0.1202, 0.2534], [0.6448, 0.0533, 0.0774], [0.0241, 0.3631, -0.9642], [0.0052, 0.0284, 0.5247], [0.9177, -0.3726, -0.0301]],
  "lowdin_charge": [0.1274, -0.3087, 0.0784, -0.1904, 0.0696, -0.2552, 0.0994, 0.0836, -0.2025, 0.0682, 0.1347, 0.0610, 0.1326, 0.0965, 0.0657, -0.2775, 0.0562, -0.1967, 0.0856, -0.3394, 0.1119, 0.0549, -0.2201, 0.0874, 0.1050, 0.0596, 0.1193, 0.0382, 0.0595, -0.2536, 0.0701, -0.1719, 0.0629, -0.2564, 0.0681, 0.0608, -0.1762, 0.0837, 0.1057, 0.0085, 0.1349, 0.1022, 0.1374, -0.3380, 0.0865, -0.2545, 0.1235, -0.3198, 0.1256, 0.0871, -0.2064, 0.0977, 0.1370, 0.0876, 0.1262, 0.1101, 0.0514, -0.4137, 0.0728, 0.0292, 0.1022, 0.1106, 0.1048, 0.0265, -0.3851, 0.0329, 0.0306, 0.0972, 0.0849, 0.0580, -0.1105, -0.1865, -0.1711, -0.3927, -0.0116, 0.0656, 0.0855, 0.0705, 0.0860, 0.1203, 0.1124, 0.1075, 0.0647, 0.0661, 0.0611, 0.0698, 0.0563, -0.0981, -0.2265, -0.1674, -0.3464, -0.0329, 0.0587, 0.0826, 0.0806, 0.0834, 0.1219, 0.1206, 0.1235, 0.0744, 0.0533, 0.0704, 0.0827, 0.1038, -0.1055, -0.1848, -0.1906, -0.4117, -0.0767, 0.0337, 0.0764, 0.0868, 0.0848, 0.1095, 0.1172, 0.1297, 0.0673, 0.0804, 0.0686, 0.0670, 0.0603, -0.0594, -0.1882, -0.2069, -0.4251, -0.0649, 0.0297, 0.0804, 0.0851, 0.0635, 0.1191, 0.1240, 0.1100, 0.0758, 0.0636, 0.0801, 0.0713, 0.0662, -0.1306, -0.1945, -0.1744, -0.4178, -0.0548, 0.0425, 0.0887, 0.0833, 0.0785, 0.1282, 0.1108, 0.1395, 0.0681, 0.0566, 0.0664, 0.0797, 0.0702]
}